No. 1
DFT (ωB97M-V/def2-TZVPD) results for the molecule C5H10N2O.

The strongest force on any atom comes out at 0.1178 hartree/bohr. The molar mass comes out at 114.148 g mol⁻¹. The charge is 0. As for the energy: -10371.2310 eV. The SMILES is [H]/N=C(/C)N/C(O)=C\C. As for the spin multiplicity: 1. The value obtained for the highest occupied orbital energy is -8.2 eV.

Geometry (Å):
O (-1.2367, 0.1266, 2.1066)
N (2.1579, -1.6364, -0.4495)
N (0.3519, -0.7499, 0.7633)
C (-1.5749, 0.3869, -0.2409)
C (-0.9038, -0.1250, 0.7935)
C (-1.2992, 0.1840, -1.6968)
C (1.6900, 0.9515, 0.3687)
C (1.3254, -0.7083, -0.2754)
H (-2.2093, -0.1547, -2.1976)
H (-0.5328, -0.5671, -1.8671)
H (2.6411, 0.7527, 0.8493)
H (1.0326, 1.5378, 1.0028)
H (-0.9990, 1.1180, -2.1775)
H (0.4013, -1.5558, 1.3977)
H (1.9345, -2.5142, 0.0396)
H (1.8104, 1.4882, -0.5623)
H (-2.1179, 0.5139, 2.1509)
H (-2.4715, 0.9516, -0.0052)

Computed Löwdin charges, given in elementary charges: 0.04 0.10 0.02 -0.11 -0.42 -0.10 0.04 -0.34 0.07 0.06 0.06 0.06 0.08 0.15 0.05 0.04 0.10 0.10


No. 2
DFT (ωB97M-V/def2-TZVPD) results for the molecule C5H10N2O.

The strongest force on any atom comes out at 0.1388 hartree/bohr. The molar mass comes out at 114.148 g mol⁻¹. The charge is 0. As for the energy: -10372.8016 eV. The SMILES is [H]/N=C(\C)N(C)C(C)=O. As for the spin multiplicity: 1. The value obtained for the highest occupied orbital energy is -8.9 eV.

Geometry (Å):
O (1.4525, 1.4895, 0.1372)
N (0.0051, -0.3369, -0.2164)
N (-2.2563, -0.2793, 0.9778)
C (-1.2828, 0.4621, 0.6409)
C (2.3063, -0.5614, -1.1786)
C (-0.1376, -1.7846, -0.2139)
C (1.1085, 0.3716, -0.1435)
C (-1.2905, 1.9567, 0.8139)
H (-0.2957, -2.1104, -1.2434)
H (-1.1672, 2.4443, -0.1561)
H (2.8338, -1.1936, -0.4675)
H (-2.2307, 2.3010, 1.2619)
H (-0.4895, 2.2605, 1.4921)
H (-3.0968, 0.2320, 1.2802)
H (1.8450, -1.1110, -1.9950)
H (0.7462, -2.2746, 0.1989)
H (-0.9916, -2.0902, 0.3953)
H (2.9415, 0.2244, -1.5838)

Computed Löwdin charges, given in elementary charges: 0.05 -0.01 0.11 -0.24 0.01 -0.08 -0.46 -0.05 0.09 0.09 0.04 0.08 0.08 0.07 0.04 0.09 0.07 0.04


No. 3
DFT (ωB97M-V/def2-TZVPD) results for the molecule C5H10N2O.

The strongest force on any atom comes out at 0.0233 hartree/bohr. The molar mass comes out at 114.148 g mol⁻¹. The charge is 0. As for the energy: -10372.8245 eV. The SMILES is CN1C=C(O)[C@]1(C)N. As for the spin multiplicity: 1. The value obtained for the highest occupied orbital energy is -7.5 eV.

Geometry (Å):
O (-0.7107, -0.0109, -2.6364)
N (-0.5452, 0.7415, 0.6939)
N (0.3821, -1.5243, 0.1150)
C (-1.4027, 0.9182, -0.4267)
C (-0.6716, 0.2129, -1.2949)
C (1.7228, 0.5144, -0.3762)
C (-1.0718, 0.1219, 1.8885)
C (0.3493, -0.1362, -0.2346)
H (-2.2930, 1.5161, -0.4608)
H (2.2764, 0.4205, 0.5566)
H (-0.2723, 0.0336, 2.6252)
H (2.2930, 0.0327, -1.1715)
H (-1.4982, -0.8710, 1.7003)
H (-1.8491, 0.7705, 2.2924)
H (0.0807, -0.4895, -2.9052)
H (1.6055, 1.5703, -0.6005)
H (0.9922, -1.7004, 0.9045)
H (0.6125, -2.1205, -0.6697)

Computed Löwdin charges, given in elementary charges: 0.07 -0.11 0.10 -0.03 -0.27 -0.02 -0.11 -0.49 0.11 0.08 0.08 0.08 0.07 0.08 0.10 0.08 0.09 0.09


No. 4
DFT (ωB97M-V/def2-TZVPD) results for the molecule C5H10N2O.

The strongest force on any atom comes out at 0.0807 hartree/bohr. The molar mass comes out at 114.148 g mol⁻¹. The charge is 0. As for the energy: -10372.7626 eV. The SMILES is CC/C=N\N(C)C=O. As for the spin multiplicity: 1. The value obtained for the highest occupied orbital energy is -9.3 eV.

Geometry (Å):
O (0.8781, -1.9947, -0.0132)
N (0.5990, 0.6878, -1.0702)
N (1.4211, 0.2409, 0.0589)
C (1.4931, -1.0617, 0.4110)
C (2.5406, 1.0746, 0.2873)
C (-2.8122, -0.0970, 0.0576)
C (-1.3392, -0.4554, -0.0212)
C (-0.5540, 0.2350, -1.1211)
H (-0.8049, -0.2331, 0.9350)
H (-3.2471, -0.7069, 0.8358)
H (3.4961, 0.6549, -0.0897)
H (-1.1405, 0.6481, -1.9812)
H (-3.1921, 0.9600, 0.2200)
H (2.7112, 1.3025, 1.3790)
H (2.2714, -1.0506, 1.1223)
H (2.4362, 1.9250, -0.2321)
H (-1.2965, -1.5927, -0.0369)
H (-3.4604, -0.5368, -0.7411)

Computed Löwdin charges, given in elementary charges: 0.05 0.11 -0.15 -0.35 -0.07 -0.14 -0.24 -0.16 0.11 0.06 0.10 0.13 0.09 0.11 0.12 0.04 0.13 0.08


No. 5
DFT (ωB97M-V/def2-TZVPD) results for the molecule C5H10N2O.

The strongest force on any atom comes out at 0.0260 hartree/bohr. The molar mass comes out at 114.148 g mol⁻¹. The charge is 0. As for the energy: -10373.4738 eV. The SMILES is N/C=C/C[C@H](N)C=O. As for the spin multiplicity: 1. The value obtained for the highest occupied orbital energy is -7.9 eV.

Geometry (Å):
O (-0.1500, 0.0484, -2.7079)
N (-2.5026, 0.9013, -0.7316)
N (2.8539, -0.6694, 2.0161)
C (-1.0770, 0.6596, -0.6115)
C (1.4872, -0.4589, 1.9161)
C (-0.6277, 0.1326, 0.7490)
C (-0.6967, -0.3261, -1.7049)
C (0.8746, -0.2023, 0.7578)
H (3.4383, -0.6280, 1.2036)
H (-0.9879, -1.3829, -1.5417)
H (1.4175, -0.2135, -0.1843)
H (3.2631, -0.9882, 2.8710)
H (-2.9816, 0.3586, -1.4241)
H (-0.5416, 1.5703, -0.8120)
H (-1.2045, -0.7494, 1.0281)
H (-2.9848, 1.1856, 0.1021)
H (0.9668, -0.5572, 2.8604)
H (-0.6896, 0.9785, 1.4409)

Computed Löwdin charges, given in elementary charges: 0.07 0.05 0.04 -0.40 -0.22 -0.18 -0.25 -0.12 0.08 0.14 0.10 0.07 0.07 0.13 0.11 0.07 0.12 0.11


No. 6
DFT (ωB97M-V/def2-TZVPD) results for the molecule C5H10N2O.

The strongest force on any atom comes out at 0.0982 hartree/bohr. The molar mass comes out at 114.148 g mol⁻¹. The charge is 0. As for the energy: -10373.5135 eV. The SMILES is C=CCCNC(N)=O. As for the spin multiplicity: 1. The value obtained for the highest occupied orbital energy is -9.5 eV.

Geometry (Å):
O (-2.1289, 1.9496, 1.2180)
N (-2.1570, 0.8649, -0.7154)
N (-0.0910, 1.2870, 0.3662)
C (0.7218, -1.7218, 0.4878)
C (1.4176, -1.3995, 1.5868)
C (-1.4789, 1.4457, 0.3453)
C (0.3855, -0.8066, -0.7133)
C (0.7253, 0.6633, -0.7635)
H (0.5725, -2.8170, 0.2392)
H (-0.6626, -0.7329, -0.9617)
H (1.7836, 0.8180, -0.4224)
H (0.9285, -1.2880, -1.5483)
H (2.0476, -2.1552, 2.0059)
H (-3.0050, 1.2130, -1.0498)
H (1.7024, -0.2223, 1.8395)
H (0.5208, 1.0812, -1.7019)
H (-1.6921, 0.2772, -1.3865)
H (0.4101, 1.5433, 1.1742)

Computed Löwdin charges, given in elementary charges: 0.05 0.15 0.07 -0.16 -0.02 -0.61 -0.22 -0.16 0.11 0.06 0.13 0.12 0.03 0.08 0.11 0.09 0.06 0.10


No. 7
DFT (ωB97M-V/def2-TZVPD) results for the molecule C5H10N2O.

The strongest force on any atom comes out at 0.1107 hartree/bohr. The molar mass comes out at 114.148 g mol⁻¹. The charge is 0. As for the energy: -10368.7218 eV. The SMILES is CC(C)(C)c1no[nH]1. As for the spin multiplicity: 1. The value obtained for the highest occupied orbital energy is -9.6 eV.

Geometry (Å):
O (3.5511, 0.5386, 0.3667)
N (2.5947, 0.5789, 1.4391)
N (2.7182, 0.3160, -0.6973)
C (1.6058, 0.2669, -0.0580)
C (0.1664, -0.0419, -0.1190)
C (-0.0580, 0.0947, -1.6314)
C (0.1633, -1.4345, 0.5673)
C (-0.6802, 1.0734, 0.4309)
H (-1.7377, 0.9460, 0.3948)
H (-0.8472, -1.8200, 0.5638)
H (2.3676, 1.5500, 1.6281)
H (-0.2127, 2.0041, 0.1316)
H (-0.6790, -0.7093, -2.0032)
H (0.6231, -1.3954, 1.5252)
H (-0.5170, 1.1535, -1.8280)
H (0.8965, -0.0273, -2.1627)
H (0.8105, -2.1937, -0.0992)
H (-0.5025, 1.1391, 1.6129)

Computed Löwdin charges, given in elementary charges: -0.19 0.08 0.08 -0.16 -0.58 -0.04 -0.02 -0.07 0.08 0.07 0.06 0.08 0.08 0.06 0.12 0.07 0.14 0.13


No. 8
DFT (ωB97M-V/def2-TZVPD) results for the molecule C5H10N2O.

The strongest force on any atom comes out at 0.1323 hartree/bohr. The molar mass comes out at 114.148 g mol⁻¹. The charge is 0. As for the energy: -10372.2548 eV. The SMILES is CC(=O)C/N=C(/C)N. As for the spin multiplicity: 1. The value obtained for the highest occupied orbital energy (alpha / beta) is -8.1 / -8.1 eV.

Geometry (Å):
O (0.9058, 2.2609, -0.6665)
N (-0.5141, 0.7341, 1.1963)
N (-0.8359, -1.4960, 0.5055)
C (-1.1111, 1.2864, -0.0190)
C (0.3437, 0.4164, -2.1003)
C (1.2203, -0.9043, 1.6648)
C (0.0155, -0.4603, 0.8624)
C (0.1648, 1.2454, -0.8589)
H (0.8983, -1.2790, 2.6402)
H (-1.8044, -1.2606, 0.3353)
H (0.5153, 1.0658, -2.9625)
H (-1.9121, 0.6708, -0.4450)
H (-0.5360, -0.2018, -2.2957)
H (1.9016, -0.0616, 1.7933)
H (-0.7257, -2.3700, 1.0068)
H (1.7160, -1.7321, 1.1507)
H (-1.4667, 2.3037, 0.1670)
H (1.2246, -0.2178, -1.9745)

Computed Löwdin charges, given in elementary charges: 0.00 0.07 0.11 -0.19 -0.01 -0.03 -0.45 -0.42 0.09 0.09 0.09 0.09 0.07 0.08 0.10 0.08 0.12 0.09


No. 9
DFT (ωB97M-V/def2-TZVPD) results for the molecule C5H10N2O.

The strongest force on any atom comes out at 0.0563 hartree/bohr. The molar mass comes out at 114.148 g mol⁻¹. The charge is 0. As for the energy: -10371.5978 eV. The SMILES is CC/N=C/C=C\NO. As for the spin multiplicity: 1. The value obtained for the highest occupied orbital energy is -8.7 eV.

Geometry (Å):
O (4.0100, -0.7302, 0.1199)
N (-1.2098, 0.8849, 0.1036)
N (2.6144, -0.4951, -0.0348)
C (-0.0173, 0.5624, 0.2286)
C (-3.0023, -0.7683, -0.5179)
C (2.3620, 0.8504, -0.2590)
C (1.1615, 1.3633, -0.2003)
C (-2.2974, 0.0558, 0.5860)
H (1.0274, 2.4440, -0.2776)
H (2.2014, -1.2238, -0.6705)
H (-2.9526, -0.3199, -1.5159)
H (-4.0327, -0.9753, -0.1995)
H (3.1991, 1.4183, -0.6731)
H (4.0665, -0.9050, 1.0759)
H (-3.0176, 0.7788, 1.0010)
H (-2.4258, -1.7870, -0.6074)
H (0.2540, -0.4601, 0.4911)
H (-1.9407, -0.6932, 1.3497)

Computed Löwdin charges, given in elementary charges: -0.07 0.01 -0.10 -0.20 -0.11 -0.17 -0.08 -0.30 0.11 0.16 0.06 0.06 0.13 0.10 0.10 0.10 0.11 0.11


No. 10
DFT (ωB97M-V/def2-TZVPD) results for the molecule C5H10N2O.

The strongest force on any atom comes out at 0.1399 hartree/bohr. The molar mass comes out at 114.148 g mol⁻¹. The charge is 0. As for the energy: -10368.5386 eV. The SMILES is N[C@@]12CNC[C@@]1(O)C2. As for the spin multiplicity: 1. The value obtained for the highest occupied orbital energy is -7.7 eV.

Geometry (Å):
O (1.0209, -1.5802, 0.2861)
N (-0.0034, 1.8324, -0.1990)
N (-1.5405, -0.5039, 0.1095)
C (1.8851, 0.4198, 0.1529)
C (-0.7434, 0.0357, 1.3176)
C (-0.6690, -0.5761, -1.1392)
C (0.3976, 0.7486, 0.5172)
C (0.6760, -0.3927, -0.4763)
H (-1.2861, 0.5873, 2.1090)
H (0.3576, -2.4909, 0.0481)
H (0.4382, 1.8523, -1.1609)
H (2.3285, -0.5655, 0.6740)
H (-0.8706, -1.5035, -1.5883)
H (-1.0400, 1.8422, -0.0493)
H (-0.3230, -0.8566, 1.8935)
H (2.6737, 1.0309, -0.5209)
H (-2.4801, -0.0430, 0.0025)
H (-0.8218, 0.1631, -1.9764)

Computed Löwdin charges, given in elementary charges: -0.19 0.05 -0.05 0.05 -0.10 -0.14 -0.48 -0.41 0.11 0.23 0.12 0.14 0.08 0.11 0.12 0.14 0.11 0.12


No. 11
DFT (ωB97M-V/def2-TZVPD) results for the molecule C5H10N2O.

The strongest force on any atom comes out at 0.1042 hartree/bohr. The molar mass comes out at 114.148 g mol⁻¹. The charge is 0. As for the energy: -10369.3712 eV. The SMILES is C/C=C/N(O)/C=N\C. As for the spin multiplicity: 1. The value obtained for the highest occupied orbital energy is -8.1 eV.

Geometry (Å):
O (-0.2565, 2.2254, -0.1268)
N (-0.4664, 0.8778, -0.1432)
N (-2.7402, -0.0216, 0.5010)
C (1.9075, 0.2977, -0.2535)
C (-1.7392, 0.8263, 0.5921)
C (0.5795, 0.0174, 0.1019)
C (-2.6672, -1.1742, -0.3732)
C (2.9196, -0.6758, 0.2626)
H (-1.9496, -1.9831, -0.0566)
H (2.4309, 1.2611, -0.5561)
H (-0.3613, 2.6937, -0.9517)
H (3.7300, -0.6119, -0.3980)
H (-2.1543, -0.6696, -1.3382)
H (3.1663, -0.5380, 1.4682)
H (-3.6991, -1.4037, -0.7461)
H (0.5334, -1.0683, 0.1965)
H (-1.7268, 1.6880, 1.4864)
H (2.4936, -1.7413, 0.3347)

Computed Löwdin charges, given in elementary charges: -0.03 -0.19 -0.05 -0.16 -0.16 -0.11 -0.17 -0.17 0.08 0.11 0.11 0.03 0.11 0.13 0.07 0.11 0.18 0.08


No. 12
DFT (ωB97M-V/def2-TZVPD) results for a structure of composition C5H10N2O.

The strongest force on any atom comes out at 0.0646 hartree/bohr. The molar mass comes out at 114.148 g mol⁻¹. The charge is 0. As for the energy: -10365.3233 eV. As for the spin multiplicity: 1. The value obtained for the highest occupied orbital energy is -7.9 eV.

Geometry (Å):
O (-3.2700, -0.8528, 0.4204)
N (1.9007, -0.4838, -1.0705)
N (1.0555, 0.9950, 0.7071)
C (-1.6134, 0.9412, -0.3420)
C (0.5762, -0.2663, 0.8078)
C (1.9371, 0.9025, -0.5309)
C (1.6805, -1.0453, 0.0399)
C (-0.7922, -0.3210, -0.0914)
H (-1.5085, -1.0794, 0.3144)
H (-1.8979, 0.9804, -1.3847)
H (2.3587, -1.7071, 0.5943)
H (-0.4726, -0.7230, -1.0468)
H (-3.9980, -1.4633, 0.5899)
H (1.5517, 1.6798, -1.1955)
H (-1.0692, 1.8636, -0.1416)
H (2.9266, 1.1331, -0.1425)
H (-2.4516, 0.7944, 0.3092)
H (0.3161, -0.6426, 1.7950)

Computed Löwdin charges, given in elementary charges: -0.32 0.08 0.20 -0.10 -0.31 -0.18 -0.10 -0.11 0.09 0.08 0.14 0.10 -0.05 0.12 0.07 0.13 0.03 0.15


No. 13
DFT (ωB97M-V/def2-TZVPD) results for the molecule C5H10N2O.

The strongest force on any atom comes out at 0.0988 hartree/bohr. The molar mass comes out at 114.148 g mol⁻¹. The charge is 0. As for the energy: -10369.8875 eV. The SMILES is C=C(C)/C(=N/C)ON. As for the spin multiplicity: 1. The value obtained for the highest occupied orbital energy is -8.8 eV.

Geometry (Å):
O (-0.9539, 1.2007, 0.5235)
N (-1.2369, -0.9470, -0.1232)
N (0.0790, 2.2094, 0.6265)
C (-0.4915, 0.0152, 0.1623)
C (2.0205, 0.3490, 0.8414)
C (-2.6533, -0.8881, -0.1151)
C (1.6269, -1.3620, -1.0589)
C (1.3402, -0.4051, 0.0151)
H (3.0822, 0.4182, 0.9135)
H (2.6235, -1.7313, -1.0856)
H (-0.2227, 3.0259, 1.3171)
H (0.0580, 2.6450, -0.3124)
H (-3.1985, -0.9581, 0.8650)
H (-3.0375, -1.6546, -0.7286)
H (0.8240, -2.1633, -0.8718)
H (-2.9554, 0.0525, -0.5036)
H (1.4651, -0.8977, -2.0835)
H (1.6304, 1.0914, 1.6182)

Computed Löwdin charges, given in elementary charges: -0.07 0.01 0.01 -0.30 -0.02 -0.14 -0.10 -0.22 0.04 0.06 0.15 0.10 0.10 0.05 0.10 0.06 0.10 0.08